[1]
The following is a quantum chemistry calculation of a structure of composition C37H41CsF3N9O3P2S3, from OMol25.

The orbital gap is 5.39 eV. As for the relative energy (zero: lowest compared OMol25 entry of this formula, charge and spin): 3.5 kcal per mole. As for the total charge: -2.

XYZ file:
```
99
Properties=species:S:1:pos:R:3:mulliken_charge:R:1
Cs 1.22 -1.17 -0.87 0.63
S -1.79 1.55 -1.72 -0.65
P -1.59 1.73 0.30 1.40
C -0.30 1.06 1.04 -0.07
P 0.55 0.80 2.41 1.71
S 1.98 -0.63 2.43 -0.64
C -0.54 0.44 3.87 -0.41
C -1.25 1.47 4.49 -0.17
C -2.20 1.19 5.47 -0.74
C -2.45 -0.12 5.85 -0.45
C -1.74 -1.15 5.25 -0.58
C -0.78 -0.87 4.28 -0.46
C 1.38 2.32 3.05 -0.60
C 1.31 3.50 2.32 0.15
C 1.92 4.67 2.79 -0.71
C 2.59 4.66 4.00 -0.44
C 2.67 3.48 4.74 -0.65
C 2.07 2.32 4.26 -0.42
C -3.21 1.14 0.96 -0.28
C -3.24 0.02 1.78 -0.17
C -4.45 -0.47 2.27 -0.75
C -5.63 0.17 1.96 -0.51
C -5.61 1.29 1.13 -0.62
C -4.41 1.77 0.64 -0.40
C -1.75 3.54 0.67 -0.65
C -1.23 4.49 -0.21 -0.12
C -1.17 5.83 0.15 -0.51
C -1.65 6.25 1.39 -0.54
C -2.19 5.31 2.26 -0.72
C -2.24 3.97 1.90 -0.17
H -1.06 2.49 4.20 0.48
H -2.74 2.01 5.94 0.38
H -3.20 -0.34 6.60 0.36
H -1.93 -2.18 5.53 0.38
H -0.22 -1.67 3.81 0.40
H 0.77 3.50 1.38 0.15
H 1.85 5.58 2.21 0.43
H 3.06 5.56 4.37 0.35
H 3.20 3.46 5.68 0.36
H 2.14 1.39 4.82 0.35
H -2.30 -0.46 2.03 0.26
H -4.45 -1.34 2.92 0.45
H -6.58 -0.20 2.35 0.35
H -6.54 1.79 0.88 0.35
H -4.40 2.63 -0.02 0.39
H -0.88 4.16 -1.18 0.23
H -0.76 6.56 -0.54 0.39
H -1.60 7.29 1.67 0.34
H -2.57 5.62 3.22 0.37
H -2.66 3.24 2.59 0.49
N 3.09 -1.53 -4.63 -0.38
C 2.16 -2.53 -4.70 0.52
N 2.42 -3.56 -5.50 -0.74
C 1.49 -4.51 -5.47 0.55
N 1.75 -5.65 -6.19 -0.58
N 0.35 -4.48 -4.79 -0.64
C 0.20 -3.39 -4.04 -0.38
N 1.05 -2.38 -3.96 -0.19
C -1.02 -3.32 -3.17 1.03
C -1.72 -4.48 -2.86 -0.49
C -2.80 -4.38 -2.01 -0.56
C -3.16 -3.14 -1.52 -0.58
C -2.41 -2.04 -1.89 -0.03
N -1.35 -2.12 -2.69 -0.09
H 4.01 -1.81 -4.92 0.31
H 3.06 -0.96 -3.79 0.16
H 2.74 -5.82 -6.32 0.26
H 1.24 -6.44 -5.84 0.27
H -1.38 -5.43 -3.26 0.44
H -3.35 -5.27 -1.72 0.35
H -4.00 -3.02 -0.84 0.45
H -2.64 -1.04 -1.53 0.25
N 1.15 0.82 -3.51 -0.17
C 1.48 2.22 -3.27 -0.34
C 2.96 2.44 -2.93 -0.90
C 3.42 1.71 -1.67 0.51
N 4.01 0.40 -1.99 -0.38
H 1.44 0.50 -4.42 0.23
H 0.15 0.69 -3.41 0.07
H 0.89 2.54 -2.41 -0.03
H 1.20 2.88 -4.10 0.33
H 3.10 3.52 -2.80 0.38
H 3.60 2.15 -3.77 0.38
H 2.56 1.56 -1.01 -0.58
H 4.12 2.34 -1.11 0.34
H 4.20 -0.13 -1.15 0.12
H 4.90 0.53 -2.45 0.22
N -0.47 -3.90 0.84 -0.68
H -0.21 -4.04 -0.13 0.23
H 0.39 -4.03 1.38 0.33
H -0.74 -2.93 0.98 0.18
F 3.57 -6.61 -0.34 -0.24
C 3.66 -5.27 -0.37 0.40
F 4.96 -4.97 -0.24 -0.24
F 3.03 -4.80 0.71 -0.20
S 2.96 -4.58 -1.92 1.35
O 3.76 -5.18 -2.96 -0.67
O 1.58 -5.00 -1.86 -0.65
O 3.16 -3.15 -1.74 -0.67
```



[2]
The following is a quantum chemistry calculation of a structure of composition C37H41GaN5O4Te in a non-equilibrium geometry, from OMol25.

The orbital gap (alpha / beta) is 5.93 / 6.69 eV. Its expectation value of S² is 0.7555. As for the relative energy (zero: lowest compared OMol25 entry of this formula, charge and spin): 0.0 kcal per mole. The spin multiplicity is 2. As for the total charge: 0.

XYZ file:
```
89
Properties=species:S:1:pos:R:3:mulliken_charge:R:1
Ga 0.89 -1.58 0.62 2.03
O 3.21 2.19 -1.02 -0.46
C 4.23 1.51 -1.52 0.09
C 5.26 2.34 -2.03 -0.83
C 6.47 1.77 -2.39 -0.30
C 6.64 0.41 -2.36 -0.81
C 5.60 -0.43 -1.87 -0.13
C 4.44 0.09 -1.35 0.06
C 3.40 -0.69 -0.57 0.66
O 2.32 -0.04 -0.26 -1.01
N 3.70 -1.89 -0.16 -1.18
N 2.78 -2.42 0.59 0.84
C 3.02 -3.39 1.45 -0.70
C 2.48 -3.37 2.72 0.80
C 2.77 -4.42 3.65 -0.81
C 2.34 -4.34 4.96 -0.71
C 1.64 -3.21 5.38 -0.37
C 1.41 -2.14 4.54 -0.28
C 1.71 -2.17 3.22 0.61
O 1.31 -1.13 2.43 -0.43
H 2.70 1.48 -0.60 0.65
H 5.12 3.38 -1.87 0.43
H 7.25 2.48 -2.73 0.34
H 7.49 -0.17 -2.73 0.35
H 5.80 -1.48 -1.91 0.47
H 3.64 -4.25 1.11 0.24
H 3.30 -5.27 3.17 0.29
H 2.57 -5.10 5.68 0.39
H 1.30 -3.29 6.43 0.35
H 0.85 -1.26 4.94 0.16
C -2.72 -3.08 1.09 -1.47
C -1.41 -2.40 0.79 0.25
O -0.31 -3.12 1.00 -0.64
N -1.20 -1.18 0.39 -0.68
Te -2.54 0.34 1.24 0.47
C -0.85 1.75 1.27 0.68
C -0.29 2.16 2.53 0.32
C -0.57 1.42 3.85 -1.59
C 0.45 3.37 2.53 -0.84
C 0.79 3.96 1.32 0.91
C 1.61 5.24 1.35 -1.83
C 0.56 3.35 0.12 -0.62
C -0.27 2.21 0.05 1.11
C -0.42 1.45 -1.20 -1.36
C -3.75 1.49 -0.32 -0.30
C -4.29 0.87 -1.44 1.18
C -3.82 -0.46 -2.07 -1.02
C -5.30 1.49 -2.18 -0.76
C -5.83 2.73 -1.88 0.35
C -7.00 3.25 -2.69 -1.49
C -5.20 3.41 -0.84 -1.03
C -4.23 2.83 -0.03 1.13
C -3.61 3.64 1.11 -1.30
H -2.67 -4.12 0.82 0.40
H -3.46 -2.60 0.44 0.33
H -3.10 -3.06 2.15 0.25
H 0.35 1.29 4.45 0.45
H -0.83 0.36 3.58 0.15
H -1.42 1.77 4.43 0.36
H 0.68 3.85 3.47 0.48
H 1.62 5.83 0.38 0.35
H 2.66 5.10 1.61 0.32
H 1.27 5.95 2.14 0.42
H 0.84 3.85 -0.78 0.48
H 0.40 1.60 -1.92 0.33
H -1.38 1.75 -1.79 0.24
H -0.55 0.40 -1.04 -0.10
H -3.66 -0.29 -3.17 0.41
H -4.53 -1.30 -1.97 0.41
H -2.88 -0.71 -1.43 -0.19
H -5.78 0.84 -2.95 0.27
H -6.71 3.65 -3.70 0.29
H -7.59 3.98 -2.11 0.36
H -7.74 2.50 -2.92 0.38
H -5.59 4.38 -0.54 0.30
H -4.01 4.62 1.14 0.47
H -2.53 3.63 0.93 0.14
H -3.74 3.16 2.06 0.27
C -0.18 -3.59 -4.44 -1.05
N 0.45 -3.84 -3.14 0.04
C 0.89 -5.23 -2.89 -0.88
C 0.70 -2.84 -2.32 0.54
N 0.79 -2.05 -1.41 -0.41
H 0.35 -4.15 -5.22 0.38
H -0.12 -2.48 -4.59 0.33
H -1.22 -3.86 -4.38 0.34
H 1.97 -5.32 -3.19 0.33
H 0.26 -6.00 -3.43 0.34
H 1.00 -5.39 -1.80 0.29
```



[3]
The following is a quantum chemistry calculation of a cluster of 2 separate species, C37H41N3O2 in total in a non-equilibrium geometry, from OMol25.

The orbital gap is 5.31 eV. As for the relative energy (zero: lowest compared OMol25 entry of this formula, charge and spin): 38.2 kcal per mole. As for the total charge: 0.

XYZ file:
```
83
Properties=species:S:1:pos:R:3:mulliken_charge:R:1
C -4.14 2.08 -1.34 -1.16
C -3.57 1.08 -0.38 -0.18
O -2.29 1.58 0.08 -0.18
C -1.78 0.73 1.02 -0.05
C -0.83 1.38 2.00 1.03
C -0.60 0.57 3.22 -1.41
N -0.82 2.69 1.97 -0.04
C -0.46 3.57 2.85 -0.51
C -0.84 4.96 2.75 0.69
C -0.56 5.86 3.81 -0.52
C -0.98 7.18 3.73 -0.51
C -1.69 7.64 2.61 -0.39
C -1.99 6.75 1.57 -0.51
C -1.57 5.41 1.64 -0.40
O -2.08 -0.45 1.10 -0.70
H -5.10 1.71 -1.69 0.41
H -4.31 3.05 -0.86 0.29
H -3.50 2.23 -2.22 0.20
H -4.20 0.99 0.51 0.37
H -3.44 0.09 -0.84 0.27
H -0.49 -0.48 2.93 0.31
H 0.30 0.90 3.75 0.35
H -1.46 0.65 3.92 0.34
H 0.14 3.28 3.74 0.19
H -0.04 5.47 4.69 0.36
H -0.76 7.86 4.56 0.35
H -2.02 8.68 2.56 0.35
H -2.56 7.09 0.71 0.37
H -1.82 4.70 0.85 0.50
C -0.38 -8.09 -0.66 -1.04
N 0.43 -7.32 0.25 0.15
C 1.00 -8.05 1.37 -1.06
C 0.67 -5.99 0.05 1.36
C 1.46 -5.23 0.95 -0.73
C 1.55 -3.85 0.81 -0.84
C 0.91 -3.16 -0.25 -0.24
C 0.87 -1.70 -0.34 0.71
C 1.03 -0.91 0.82 -0.91
C 1.10 0.49 0.91 -0.40
C 2.11 1.16 1.73 0.81
C 2.40 2.53 1.55 -0.50
C 3.17 3.22 2.47 -0.63
C 3.71 2.55 3.59 -0.52
C 3.51 1.18 3.72 -0.66
C 2.78 0.47 2.77 -0.40
C 0.70 -1.09 -1.65 -0.12
C -0.17 0.00 -1.85 0.84
C -0.37 0.57 -3.09 -1.13
C 0.30 0.05 -4.23 1.19
N 0.02 0.55 -5.46 0.14
C 0.81 0.22 -6.63 -1.20
C -1.07 1.49 -5.66 -1.14
C 1.22 -1.01 -4.04 -0.79
C 1.37 -1.60 -2.80 -0.85
C 0.22 -3.96 -1.20 -0.71
C 0.09 -5.33 -1.07 -0.91
H -0.04 -7.98 -1.70 0.34
H -0.30 -9.15 -0.37 0.32
H -1.45 -7.79 -0.61 0.33
H 0.94 -7.46 2.29 0.35
H 0.41 -8.97 1.49 0.35
H 2.05 -8.33 1.19 0.30
H 1.97 -5.73 1.77 0.34
H 2.14 -3.29 1.54 0.53
H 1.21 -1.48 1.75 0.13
H 0.72 1.10 0.09 0.53
H 1.98 3.05 0.69 0.41
H 3.34 4.29 2.35 0.39
H 4.23 3.12 4.36 0.38
H 3.91 0.65 4.59 0.37
H 2.67 -0.61 2.86 0.34
H -0.74 0.36 -1.00 0.04
H -1.05 1.42 -3.18 0.45
H 1.86 0.07 -6.36 0.38
H 0.45 -0.70 -7.12 0.29
H 0.73 1.05 -7.34 0.45
H -1.97 1.17 -5.12 0.40
H -0.80 2.51 -5.31 0.28
H -1.29 1.53 -6.73 0.41
H 1.80 -1.38 -4.89 0.29
H 2.01 -2.47 -2.69 0.60
H -0.27 -3.48 -2.05 0.47
H -0.46 -5.90 -1.81 0.29
```